{"formula": "C11H13Br3Cl12O6", "method": "ωB97M-V with the def2-TZVPD basis set", "e_above_lowest_kcal_mol": 47.9, "homo_energy_ev": -10.38, "species": ["C", "Cl", "O", "C", "H", "H", "Cl", "Cl", "O", "H", "C", "O", "Cl", "C", "H", "O", "H", "Br", "Cl", "H", "C", "H", "H", "H", "Br", "O", "Cl", "Cl", "C", "Cl", "C", "H", "Cl", "C", "H", "Cl", "Cl", "O", "C", "C", "C", "Cl", "Br", "H", "H"], "xyz": [[-38.343014, -5.799818, 5.382461], [-39.508703, 2.801082, -1.506014], [-33.185189, -4.487892, -3.567089], [-34.267851, -4.980073, -3.749282], [-25.214088, 0.992797, -0.730135], [-36.229656, -7.382403, -3.810405], [-27.871902, -4.011231, 6.022347], [-38.153464, 0.980137, 6.811933], [-34.473979, -6.255979, -3.780072], [-31.149792, -1.444112, 2.014242], [-32.227595, -1.296857, 2.083218], [-33.315386, 0.438588, 1.247052], [-38.043566, 1.159215, -3.471476], [-36.508126, -5.317249, -4.200134], [-35.652925, -6.729864, -5.388431], [-33.468517, 1.679294, 3.157574], [-37.130875, -5.202238, -5.087291], [-39.098108, -5.171505, 7.040130], [-39.376358, 3.599037, 7.035888], [-37.044265, -5.201932, -3.258137], [-33.067907, 0.668914, 2.589019], [-37.334919, 2.092302, -1.400415], [-38.758864, -5.311780, 4.500996], [-27.701662, -5.975345, 7.402046], [-36.382248, -5.436627, 5.265324], [-35.465662, -4.311518, -4.068351], [-38.456577, 0.123473, -0.699591], [-29.063631, -6.363050, 5.561379], [-38.201015, 1.548407, -1.777463], [-29.822306, -4.994010, 7.921006], [-32.512226, -0.590260, 0.801756], [-33.189860, -1.228175, 0.234335], [-26.423017, -0.891904, -1.282631], [-28.449947, -5.357173, 6.906040], [-32.770598, -2.214428, 2.309738], [-26.698433, 1.706251, -2.433124], [-40.239164, 1.726086, 4.834733], [-32.535331, -0.367503, 3.091333], [-35.742408, -6.549432, -4.317202], [-38.921791, 2.254278, 5.931160], [-26.259097, 0.801469, -0.973954], [-27.135166, 1.401036, 0.432591], [-38.645043, -7.728643, 5.219132], [-31.669819, -0.226960, 0.213134], [-38.211743, 2.611716, 5.185396]], "atomic_forces_ev_per_a": [[1.0, -0.5, 0.0], [0.4, -0.9, -0.2], [-1.6, 0.1, 0.1], [0.5, 2.6, -0.8], [-0.2, 0.0, -0.4], [0.4, -0.1, -0.1], [1.1, 1.7, 0.4], [-0.1, -0.5, 0.2], [0.0, -2.6, 0.4], [0.1, -0.6, 1.0], [2.1, -1.2, 0.0], [-0.5, 2.6, 0.7], [0.0, -0.1, 0.3], [-0.2, 2.1, 1.2], [0.4, -0.6, 0.0], [1.2, -2.3, -1.1], [0.0, 0.6, 0.3], [0.2, 0.1, -0.5], [0.0, -0.6, -0.7], [-0.6, -0.3, -0.3], [-3.4, 4.4, -0.9], [0.1, -0.5, -0.3], [-0.1, -0.1, 0.5], [0.0, 0.6, 0.2], [-1.0, -0.1, 0.1], [1.2, -0.4, -0.2], [0.1, 0.7, -0.8], [-0.3, -1.3, -0.1], [-0.6, 0.8, 1.1], [0.1, 0.2, 0.6], [-1.8, -1.2, -0.9], [0.5, 0.0, -0.7], [-0.3, -0.7, 0.2], [-1.0, -1.3, -1.2], [0.1, 0.1, -0.4], [0.1, 0.1, 0.2], [-0.1, 0.0, 0.8], [1.7, -1.6, 2.1], [-0.1, -1.5, -0.7], [0.1, 0.9, -1.0], [0.7, 0.8, 0.0], [-0.3, -0.2, 0.0], [0.0, 0.6, -0.1], [0.1, -0.1, 0.2], [0.1, 0.3, 0.6]]}



{"formula": "C24H22BrN5O3S2", "method": "ωB97M-V with the def2-TZVPD basis set", "smiles": "COc1ccc([C@@H]2CC(c3ccc(Br)cc3)=NN2C(=O)CSC2=NN3CCCC(=O)N=C3S2)cc1", "homo_energy_ev": -8.33, "species": ["C", "S", "H", "H", "H", "H", "H", "O", "O", "C", "H", "H", "H", "H", "N", "C", "H", "C", "C", "H", "C", "C", "H", "C", "N", "Br", "O", "C", "C", "H", "C", "N", "C", "H", "H", "C", "C", "H", "C", "C", "H", "H", "S", "C", "H", "H", "N", "H", "N", "H", "C", "C", "C", "C", "C", "C", "C"], "xyz": [[-3.019486, 0.827515, 3.048397], [1.627238, -3.823857, 0.735570], [0.284926, -3.711041, -1.253785], [0.826099, 1.514497, -0.091113], [1.890588, -4.483880, -1.503875], [-2.301893, 1.926395, -2.050322], [-1.837427, -0.683825, 4.061245], [4.908668, 2.816213, 1.109328], [-2.683637, 2.082628, 1.043064], [1.355067, -3.640078, -1.071614], [-3.356441, -1.245511, 1.495166], [2.399885, 2.699820, 1.342802], [-2.584227, -2.208253, -0.984026], [-0.019560, 1.621378, -2.092257], [-1.308880, -1.567220, 1.766674], [-4.218027, 1.256912, -1.429412], [1.920676, -0.216154, -3.283943], [-2.275076, -0.166583, -1.546306], [-2.661357, -1.561467, 2.280929], [-3.578086, -0.940123, 4.129626], [6.302409, 2.814914, 0.915460], [2.344705, 0.759400, -1.432778], [-4.674262, 2.227951, -1.535809], [-2.236396, 1.266230, 1.815516], [-0.974358, 0.774101, 1.654824], [-6.797985, 0.419043, -0.548170], [3.100306, -2.251726, -1.970238], [3.709211, 0.737147, -1.679399], [0.557304, -2.551555, 1.267609], [4.088573, 0.172789, -2.517298], [-4.391544, -1.075495, -0.825498], [-0.241021, -1.413469, -1.409806], [-4.961637, 0.180221, -0.978472], [6.575402, 3.265393, -0.044351], [-0.266238, 0.680100, -3.567816], [-2.761612, -0.617289, 3.482139], [-0.864038, -0.357322, -1.792999], [-2.881511, -2.593901, 2.556911], [-2.879832, 1.079980, -1.718181], [2.758262, 2.147297, 0.489161], [-4.074832, 0.975140, 2.810256], [5.652650, 1.358957, -1.085841], [1.116244, -0.873089, 1.419827], [1.944487, -2.354396, -1.621096], [-2.771502, 1.512930, 3.862482], [6.712717, 3.417365, 1.724427], [-0.685126, -2.712845, 1.499216], [-4.993149, -1.907075, -0.489345], [1.067699, -1.324172, -1.731024], [6.715230, 1.802737, 0.973003], [-0.560708, -0.424196, 1.683946], [4.130367, 2.121263, 0.237380], [1.879056, 1.474620, -0.331595], [1.414407, -0.013015, -2.335356], [-3.051562, -1.243176, -1.105682], [4.599525, 1.406767, -0.859638], [0.029704, 0.620990, -2.517925]], "atomic_forces_ev_per_a": [[-0.1, 0.0, -0.1], [0.0, 0.0, -0.2], [0.1, -0.1, 0.0], [-0.2, 0.0, 0.0], [0.0, 0.1, -0.1], [0.1, 0.1, 0.0], [-0.1, -0.1, 0.0], [-0.3, 0.0, 0.0], [-0.2, 0.2, 0.0], [0.0, -0.1, 0.4], [0.0, -0.1, 0.1], [0.0, 0.1, 0.1], [0.0, -0.1, 0.0], [0.0, 0.0, 0.0], [0.3, 0.6, 0.0], [-0.3, -0.1, 0.0], [-0.1, 0.1, 0.1], [-0.8, 0.0, 0.1], [-0.4, 0.0, 0.3], [0.0, 0.0, 0.0], [0.2, 0.0, 0.0], [0.2, 0.1, -0.2], [0.0, 0.1, 0.0], [-0.6, -0.1, 0.3], [0.9, 0.6, 0.0], [0.2, 0.0, 0.0], [0.3, 0.0, -0.1], [-0.3, 0.0, 0.0], [0.4, 0.6, 0.2], [0.0, -0.1, -0.1], [-0.1, 0.0, 0.0], [-1.1, 0.1, 0.2], [-0.1, 0.1, 0.0], [0.0, 0.0, 0.0], [0.0, 0.1, 0.0], [0.0, 0.1, -0.1], [1.0, -0.2, -0.1], [0.0, 0.1, -0.1], [0.2, -0.4, 0.0], [0.1, 0.1, 0.1], [0.0, 0.0, 0.0], [0.1, 0.0, 0.0], [-0.4, -0.8, 0.3], [-0.4, -0.4, 0.0], [0.0, 0.0, 0.0], [0.0, -0.1, -0.1], [-0.1, -1.1, -0.1], [0.0, 0.0, 0.0], [0.5, 0.6, -0.7], [0.0, 0.0, 0.0], [0.0, -0.1, -0.3], [-0.2, -0.1, -0.1], [0.2, 0.1, -0.2], [0.3, -0.1, 0.0], [0.1, 0.2, -0.1], [0.3, 0.2, 0.2], [0.0, -0.2, 0.0]]}



{"formula": "C2H7NOP2", "method": "ωB97M-V with the def2-TZVPD basis set", "e_above_lowest_kcal_mol": 76.9, "homo_energy_ev": [-8.83, -8.83], "species": ["H", "P", "N", "P", "H", "H", "O", "C", "C", "H", "H", "H", "H"], "xyz": [[-1.702127, 2.524868, 0.612266], [-0.765928, -0.947369, 0.364826], [-3.496638, -0.829292, 0.095298], [-2.450799, 0.313977, 0.218531], [-0.126311, 1.195532, 1.504876], [-0.553527, -1.676195, -1.880698], [-4.687215, -1.042612, 0.075598], [-0.317165, -0.767188, -1.421553], [0.369238, 0.321617, 1.096868], [1.061092, 0.836013, 0.483313], [0.955707, -0.127658, 1.909185], [0.780046, -0.598100, -1.531955], [-0.819258, 0.138006, -1.727259]], "atomic_forces_ev_per_a": [[-0.2, -0.4, -0.1], [1.6, -0.4, 0.2], [-3.0, -1.5, 0.3], [0.6, 2.7, 0.4], [-0.6, -0.1, 0.5], [-0.7, -1.0, -1.2], [0.8, -0.1, -0.3], [1.8, 1.2, 1.2], [-0.1, 0.0, 1.3], [0.8, -0.1, -1.4], [-0.2, 0.0, -0.1], [-0.7, -0.2, 0.2], [-0.1, -0.1, -1.0]]}